Entry 1:
The following is a DFT calculation (ωB97M-V/def2-TZVPD) of a molecular structure, C11H24ClO4P2Sm.

XYZ file:
```
43
Properties=species:S:1:pos:R:3:mulliken_spin:R:1
P 0.05 -2.47 -0.09 -0.02
H -0.31 -1.36 5.68 0.00
H 0.92 -0.08 5.43 0.00
H 1.76 3.09 1.43 0.00
H -0.88 -0.58 -5.25 0.00
H -2.09 -3.49 0.19 0.00
H -0.93 -2.61 -2.33 0.00
H 2.45 -2.82 -0.27 0.00
C 0.09 0.19 -3.53 0.00
H 1.92 -3.10 1.38 0.00
H 0.52 2.80 -2.19 0.00
O 2.42 -0.04 0.60 0.00
H -0.47 4.19 -1.61 0.00
C -0.62 -0.23 3.95 -0.01
O -0.77 0.92 3.38 -0.01
H -1.24 2.66 -2.10 0.00
C 1.64 -3.26 0.33 0.00
H -0.70 1.21 -5.20 0.00
O -0.82 -1.30 3.23 -0.02
H 0.03 -4.06 -1.97 0.00
H 1.65 -4.35 0.14 0.00
H 0.81 -2.53 -2.44 0.00
H -1.18 -3.65 1.71 0.00
Cl -1.41 0.13 -2.66 0.00
H -1.36 3.45 2.03 0.00
C -0.01 -2.97 -1.86 0.00
C -1.34 3.63 0.94 0.00
Sm -1.05 -0.04 1.34 5.10
H 0.75 0.16 -5.50 0.00
C 1.26 -0.03 0.74 -0.01
C -0.36 3.10 -1.62 0.00
H -0.75 0.35 5.98 0.00
H -0.82 -4.73 0.30 0.00
H 1.20 4.45 0.36 0.00
C -1.11 -3.71 0.61 0.00
C -0.15 -0.32 5.36 0.00
C 1.38 3.36 0.44 0.00
H 2.11 3.03 -0.31 0.00
P -0.19 2.49 0.10 -0.03
H -2.35 3.46 0.55 0.00
O 1.18 0.19 -3.02 0.00
C -0.21 0.24 -4.98 0.00
H -1.04 4.66 0.72 0.00
```

Values from the calculation:
relative energy (zero: lowest compared OMol25 entry of this formula, charge and spin)	12.21	kcal/mol
highest occupied orbital energy (spin up / spin down)	-16.282 / -16.314	eV
orbital gap (spin up / spin down)	7.3634 / 8.4665	eV
<S²>	8.769
total charge	+2
2S+1	6
maximum force	6.400	eV/A

Entry 2:
The following is a DFT calculation (ωB97M-V/def2-TZVPD) of a molecular structure, C12H19N6S2Te4Zr.

XYZ file:
```
44
Properties=species:S:1:pos:R:3:lowdin_charge:R:1
Zr 2.17 -1.56 -0.31 0.59
H -3.94 -1.97 -2.28 0.08
N -0.83 2.13 -0.51 0.01
N 2.55 -5.13 2.03 0.11
H -2.48 3.28 0.05 0.11
H 0.10 -1.32 2.96 0.12
C -3.44 -1.01 -2.23 -0.08
H 2.80 3.53 0.84 0.10
C -3.31 -0.58 -0.77 -0.25
C 1.19 0.16 1.79 -0.32
C -1.51 3.41 -0.43 -0.22
N -2.69 0.72 -0.62 0.03
H -2.71 -1.31 -0.22 0.09
H 3.35 1.46 -0.39 0.12
C -1.67 4.03 -1.82 -0.07
Te 0.31 -3.55 -1.35 0.35
H -4.30 -0.52 -0.31 0.12
C 2.33 2.60 1.11 -0.09
Te 1.40 -4.43 -3.75 0.16
N 1.07 -3.43 1.60 -0.06
H 1.20 3.43 2.74 0.11
N 0.95 -2.10 1.18 -0.45
H -0.91 4.06 0.21 0.12
H 3.48 -5.40 2.30 0.10
Te 4.28 -3.49 -0.71 0.42
C 0.87 1.34 2.53 -0.03
C 2.26 -3.85 1.78 -0.85
H -2.46 -1.10 -2.69 0.04
H -0.70 4.25 -2.26 0.08
Te 1.44 -1.76 -3.17 0.21
C 2.64 1.45 0.44 -0.17
C 0.67 -1.10 2.07 -0.15
H -4.02 -0.28 -2.79 0.08
H -3.30 1.52 -0.54 0.14
S 3.69 -2.74 1.57 0.38
H -2.20 3.36 -2.49 0.08
S -0.34 -0.40 -0.98 0.49
N 2.12 0.24 0.74 -0.18
H -2.23 4.96 -1.74 0.08
C -1.38 0.92 -0.68 -0.69
C 1.43 2.53 2.19 -0.08
H 1.78 -5.77 2.20 0.12
H 0.18 1.26 3.35 0.12
H 0.17 2.17 -0.66 0.11
```

Values from the calculation:
relative energy (zero: lowest compared OMol25 entry of this formula, charge and spin)	15.87	kcal/mol
highest occupied orbital energy (spin up / spin down)	-8.758 / -8.761	eV
orbital gap (spin up / spin down)	4.2976 / 4.3029	eV
total charge	+1
maximum force	1.479	eV/A

Entry 3:
The following is a DFT calculation (ωB97M-V/def2-TZVPD) of C4H8N2O in the gas phase.

XYZ file:
```
15
Properties=species:S:1:pos:R:3:lowdin_charge:R:1
N -1.83 -0.08 -0.01 0.17
H 0.40 2.33 -0.47 0.08
C 0.74 -0.78 1.11 -0.21
H 2.30 -0.65 -0.54 0.11
H 1.60 -0.85 1.79 0.12
H -1.80 -0.93 0.55 0.05
N 0.78 -1.89 -1.17 0.09
C -0.61 1.96 -0.64 -0.01
H -0.17 -2.17 -0.88 0.04
H -0.78 1.80 -1.71 0.09
C 1.31 -1.07 -0.32 -0.20
H -1.33 2.69 -0.27 0.09
C -0.82 0.67 0.08 -0.42
O 0.23 0.52 1.12 -0.10
H -0.02 -1.54 1.34 0.10
```

Values from the calculation:
relative energy (zero: lowest compared OMol25 entry of this formula, charge and spin)	59.05	kcal/mol
highest occupied orbital energy	-9.799	eV
orbital gap	10.6249	eV
SMILES string	[H]/N=C\CO/C(C)=N\[H]
maximum force	2.438	eV/A

Entry 4:
The following is a DFT calculation (ωB97M-V/def2-TZVPD) of a gas-phase ion, C4H11N2O (charge +1).

XYZ file:
```
18
Properties=species:S:1:pos:R:3:lowdin_charge:R:1
H -1.63 -0.82 -0.83 0.15
H 1.53 -0.40 -1.87 0.14
C -1.12 0.25 -1.00 0.00
C 0.05 1.16 0.83 -0.04
H -1.90 1.00 -0.84 0.12
H 0.95 1.17 1.51 0.13
C 1.30 0.45 -1.11 -0.01
N 0.42 -1.13 0.28 0.06
H -0.84 0.79 1.46 0.11
O -1.56 -1.25 1.81 0.13
N 0.12 0.16 -0.22 -0.47
H 1.33 -1.44 0.50 0.10
H -0.87 0.22 -2.04 0.09
H -0.17 2.27 0.47 0.16
H 2.26 0.64 -0.41 0.15
H 0.97 1.50 -1.59 0.15
H -0.20 -2.73 1.64 0.10
C -0.65 -1.86 1.41 -0.07
```

Values from the calculation:
relative energy (zero: lowest compared OMol25 entry of this formula, charge and spin)	121.62	kcal/mol
highest occupied orbital energy	-14.771	eV
orbital gap	11.4590	eV
total charge	+1
SMILES string	C[N+](C)(C)NC=O
maximum force	7.067	eV/A

Entry 5:
The following is a DFT calculation (ωB97M-V/def2-TZVPD) of C18H14N4OS in the gas phase.

XYZ file:
```
38
Properties=species:S:1:pos:R:3:lowdin_charge:R:1
H 1.54 3.53 1.56 0.08
C 3.42 -0.15 0.14 -0.06
H -6.43 0.39 -2.04 0.10
H 0.79 2.01 2.15 0.09
C -1.40 1.61 0.21 -0.58
C -3.40 0.87 -0.59 -0.22
H -6.17 -1.80 -0.95 0.10
C 5.00 0.06 -1.69 -0.01
H -0.85 -1.89 1.99 0.08
N 2.13 1.80 0.59 -0.09
S -0.31 3.00 0.21 0.98
C 2.40 0.48 0.97 -0.37
H 6.13 -1.70 -2.11 0.11
C -4.28 -1.35 -0.10 -0.03
N -2.47 1.84 -0.49 0.07
C 4.02 0.63 -0.87 -0.20
C 5.37 -1.26 -1.49 -0.06
H 5.45 0.66 -2.45 0.11
H -2.59 -2.11 2.24 0.09
H 5.07 -3.05 -0.34 0.11
C -2.07 -0.61 0.80 -0.19
C -4.56 1.13 -1.34 -0.01
H -4.65 2.10 -1.81 0.11
H 3.32 -2.04 1.11 0.12
C -1.15 0.40 0.88 -0.02
C 1.12 2.56 1.27 -0.39
H -1.82 -2.74 0.78 0.09
C -3.25 -0.40 0.05 -0.12
C -5.54 0.18 -1.46 -0.08
C -5.39 -1.06 -0.84 -0.08
N 3.66 1.94 -1.07 0.08
C 4.77 -2.02 -0.48 -0.06
N 2.77 2.46 -0.38 0.06
C 3.80 -1.47 0.33 0.00
H -4.18 -2.31 0.37 0.11
O 1.82 -0.03 1.90 0.06
H -0.24 0.24 1.45 0.07
C -1.81 -1.91 1.50 -0.03
```

Values from the calculation:
relative energy (zero: lowest compared OMol25 entry of this formula, charge and spin)	24.03	kcal/mol
highest occupied orbital energy	-8.237	eV
orbital gap	8.0358	eV
SMILES string	Cc1cc(SCn2nnc3ccccc3c2=O)nc2ccccc12
maximum force	1.364	eV/A

Entry 6:
The following is a DFT calculation (ωB97M-V/def2-TZVPD) of 2 unconnected molecules or ions with the total composition C7H18N2O4S.

XYZ file:
```
32
Properties=species:S:1:pos:R:3:lowdin_charge:R:1
C -1.51 -1.69 -1.44 -0.08
O 1.07 -0.65 -1.32 -0.31
O 1.54 1.25 0.08 -0.29
H -0.63 0.96 2.33 0.07
H -2.37 -1.25 -2.02 0.11
C -1.22 1.24 -1.58 -0.04
H 5.21 0.70 -0.36 0.11
S 1.84 -0.11 -0.25 0.41
H -2.43 2.12 1.57 0.14
H -0.38 0.54 -1.74 0.07
H 3.75 1.68 0.18 0.07
O 3.44 -0.01 -0.88 -0.30
H -0.81 2.19 -1.78 0.09
H -0.68 -1.58 -2.16 0.10
H -1.87 -2.75 -1.50 0.10
H -0.53 -2.16 1.66 0.08
H 0.24 -2.60 0.39 0.09
H -1.13 -0.56 2.48 0.04
H -2.03 1.19 -2.26 0.08
C -0.71 0.05 1.84 0.00
H -2.19 3.05 0.02 0.04
O 1.94 -0.99 0.88 -0.33
C -1.23 -0.07 0.44 -0.28
H 0.38 -0.32 1.86 0.11
N -1.30 -1.23 -0.13 -0.08
N -1.62 1.05 -0.19 -0.10
C -1.79 2.32 0.57 -0.02
C -0.80 -2.44 0.65 0.01
H 3.86 0.10 1.05 0.09
C 4.17 0.65 0.12 -0.18
H -1.40 -3.30 0.46 0.09
H -0.81 2.60 1.00 0.09
```

Values from the calculation:
relative energy (zero: lowest compared OMol25 entry of this formula, charge and spin)	54.74	kcal/mol
highest occupied orbital energy	-9.257	eV
orbital gap	9.8234	eV
maximum force	6.693	eV/A

Question: The lowest maximum force belongs to which entry?
Answer: C18H14N4OS

Question: What is the maximum force in the second record?
Answer: 1.479 eV/A